86
Properties=species:S:1:pos:R:3:lowdin_charge:R:1 method="wB97M-V/def2-TZVPD" homo_ev=-11.7 charge=+1 orbital_gap_ev=8.1 spin_multiplicity=1 e_lumo_ev=-3.7
C -3.925 2.485 6.008 -0.0353
C -3.501 1.292 5.200 -0.2443
C -4.476 0.532 4.541 -0.0241
C -4.122 -0.582 3.792 -0.0449
C -2.777 -0.934 3.669 -0.0370
C -1.796 -0.170 4.302 -0.2141
C -0.329 -0.552 4.115 -0.1005
C 0.038 -0.304 2.692 -0.4626
N 0.262 0.850 2.123 -0.0353
C 0.245 2.055 2.951 -0.7088
Br -0.939 3.415 2.238 0.8278
C 1.647 2.617 3.239 -0.7523
C 2.583 1.565 3.794 -0.1371
Br 1.382 3.936 4.668 0.7399
C 0.511 0.761 0.678 -0.5084
O -0.804 1.009 0.150 -0.0721
P 1.797 2.053 -0.014 0.9565
N 0.787 3.311 -0.590 -0.1648
O 2.310 1.297 -1.395 -0.2954
C 0.822 -0.707 0.241 -0.5161
C 0.027 -1.296 -0.938 -0.2467
C 0.266 -0.697 -2.321 -0.2891
C -0.831 -1.177 -3.260 -0.5670
Br -2.525 -0.327 -2.854 0.7516
P 2.583 -1.202 0.314 0.3950
O 3.382 -0.227 1.064 -0.2616
O 3.125 -1.384 -1.166 -0.1048
O 2.610 -2.674 0.910 -0.1362
S 0.132 -1.667 1.705 1.2125
C -2.156 0.933 5.074 -0.0066
H -3.072 3.077 6.319 0.0774
H -4.447 2.149 6.901 0.0899
H -4.625 3.101 5.455 0.0853
H -5.516 0.812 4.612 0.1195
H -4.888 -1.165 3.307 0.1103
H -2.522 -1.803 3.081 0.1000
H -0.192 -1.607 4.323 0.1239
H 0.302 0.000 4.803 0.1262
H -0.204 1.811 3.899 0.0304
H 2.068 3.128 2.386 0.0401
H 2.602 0.675 3.164 0.0553
H 3.595 1.946 3.847 0.0926
H 2.298 1.267 4.799 0.0686
H -0.757 1.341 -0.754 0.0593
H -0.213 3.155 -0.499 0.0007
H 0.969 3.564 -1.556 0.0499
H 2.131 1.848 -2.166 0.0673
H -1.026 -1.322 -0.691 0.0812
H 0.338 -2.342 -1.002 0.1271
H 0.271 0.387 -2.332 0.0799
H 1.197 -1.063 -2.740 0.1117
H -0.985 -2.240 -3.105 0.0676
H -0.568 -1.060 -4.303 0.0702
H 3.784 -0.700 -1.347 0.0937
H 3.388 -3.111 0.530 0.0959
H -1.397 1.512 5.582 0.1195
O 7.681 -2.146 -3.435 -0.2783
S 8.720 -2.322 -2.466 0.5728
O 9.206 -3.630 -2.162 -0.2645
O 8.259 -1.614 -1.112 -0.2581
C 6.966 -1.973 -0.601 -0.2675
C 6.982 -3.306 0.122 -0.0622
C 10.072 -1.262 -2.832 -0.1171
H 6.232 -1.970 -1.412 0.1007
H 6.694 -1.179 0.095 0.1212
H 7.162 -4.129 -0.568 0.0763
H 6.024 -3.478 0.618 0.0657
H 7.773 -3.326 0.870 0.0907
H 9.695 -0.258 -3.004 0.0761
H 10.547 -1.649 -3.730 0.0809
H 10.768 -1.283 -1.998 0.0786
O -7.972 -0.971 -3.325 -0.2695
S -6.921 -0.254 -3.975 0.5549
O -6.321 0.880 -3.340 -0.2880
O -7.399 0.152 -5.431 -0.2622
C -8.664 0.842 -5.558 -0.2447
C -8.558 2.311 -5.207 -0.0714
C -5.649 -1.367 -4.458 -0.1525
H -9.418 0.338 -4.952 0.1151
H -8.950 0.721 -6.601 0.1225
H -8.360 2.452 -4.146 0.0720
H -9.491 2.819 -5.451 0.0831
H -7.744 2.780 -5.760 0.0844
H -6.090 -2.207 -4.986 0.0772
H -5.162 -1.706 -3.547 0.0392
H -4.940 -0.837 -5.088 0.0627


192
Properties=species:S:1:pos:R:3:lowdin_charge:R:1 method="wB97M-V/def2-TZVPD" homo_ev="-9.4 / -9.3" charge=+1 relative_energy_kcal_mol=138.0 s2=8.763 orbital_gap_ev="7.6 / 7.0" spin_multiplicity=6 e_lumo_ev="-1.9 / -2.3"
Ni 1.304 -1.164 0.236 0.5834
Ni 2.927 2.037 -1.320 0.6200
P 0.850 1.264 -0.666 0.0781
O 1.640 2.188 0.223 -0.2916
O 2.104 0.328 -0.719 -0.4330
O 1.184 1.599 -2.085 -0.3222
O -0.035 0.109 -0.181 -0.3330
C 1.634 0.309 2.987 -0.2026
O 1.738 -0.658 2.155 -0.0679
N 1.288 0.102 4.247 -0.1409
C 1.225 -1.179 4.936 -0.0087
C 1.063 1.265 5.089 -0.0559
H 1.705 1.381 2.743 0.1380
H 0.295 -1.169 5.505 0.0996
H 2.113 -1.407 5.526 0.0990
H 1.205 -2.016 4.238 0.0701
H 1.912 1.354 5.767 0.0900
H 0.965 2.273 4.685 0.0679
H 0.154 1.245 5.690 0.0928
C 4.468 1.143 -4.096 -0.2454
O 4.104 1.724 -3.083 -0.0057
N 4.796 -0.197 -4.096 -0.1607
C 4.785 -0.949 -2.899 -0.0541
C 5.259 -0.775 -5.408 -0.0201
H 4.574 1.556 -5.111 0.1430
H 4.234 -1.883 -3.006 0.0757
H 4.182 -0.384 -2.188 0.0724
H 5.769 -1.208 -2.506 0.1019
H 5.035 -1.841 -5.389 0.0759
H 4.657 -0.272 -6.165 0.0798
H 6.315 -0.606 -5.620 0.0877
C 3.255 5.230 -1.687 -0.2024
O 3.273 4.006 -1.573 -0.0206
N 3.668 5.818 -2.888 -0.1318
C 3.939 7.238 -2.984 -0.0814
C 3.942 5.063 -4.165 -0.0164
H 3.188 6.012 -0.915 0.1419
H 3.357 7.681 -3.792 0.0873
H 4.971 7.541 -3.163 0.0893
H 3.606 7.909 -2.193 0.0915
H 3.785 5.719 -5.022 0.0788
H 5.003 4.862 -4.310 0.0875
H 3.379 4.133 -4.248 0.0662
C -0.717 -3.523 0.972 -0.1943
O -0.097 -2.432 0.906 -0.0450
N -0.400 -4.618 1.707 -0.1579
C -1.259 -5.779 1.777 -0.0546
C 0.765 -4.740 2.559 -0.0258
H -1.602 -3.721 0.348 0.1383
H -0.677 -6.623 1.406 0.1011
H -2.102 -5.786 1.086 0.0763
H -1.795 -5.965 2.708 0.0931
H 1.282 -5.687 2.404 0.0952
H 1.490 -3.943 2.394 0.0573
H 0.382 -4.804 3.578 0.1011
C -6.439 1.217 -0.067 -0.3901
O -6.739 0.388 -0.878 0.0168
N -5.172 1.530 0.154 -0.1377
C -4.948 2.689 1.066 -0.0446
C -4.029 1.084 -0.703 -0.0188
H -7.197 1.796 0.484 0.1401
H -4.923 3.596 0.463 0.0850
H -3.932 2.652 1.459 0.0548
H -5.689 2.807 1.856 0.0914
H -4.242 0.238 -1.357 0.0698
H -3.780 1.904 -1.376 0.0771
H -3.121 0.844 -0.148 0.0730
C 4.422 5.911 4.364 -0.3157
O 5.093 5.932 5.398 -0.0118
N 3.451 4.975 4.214 -0.1724
C 2.697 4.739 2.953 -0.0620
C 2.966 4.037 5.215 -0.0600
H 4.596 6.548 3.483 0.1384
H 1.809 5.308 3.226 0.0965
H 2.458 3.768 2.520 0.0671
H 3.083 5.275 2.085 0.0800
H 3.371 4.220 6.210 0.0959
H 1.879 4.121 5.214 0.0844
H 3.223 2.998 5.011 0.0580
C 0.028 5.034 -0.312 -0.3266
O 0.690 5.968 0.118 0.0014
N -1.268 4.775 0.031 -0.1718
C -2.145 3.957 -0.833 -0.0252
C -1.944 5.628 0.984 -0.0605
H 0.397 4.251 -0.992 0.0987
H -2.771 3.343 -0.185 0.0330
H -1.621 3.355 -1.576 0.0720
H -2.814 4.688 -1.286 0.1033
H -2.745 5.125 1.526 0.0767
H -1.224 6.136 1.626 0.0897
H -2.433 6.401 0.391 0.0920
C -1.136 2.473 2.461 -0.2976
O -0.953 3.582 2.977 -0.0077
N -1.921 1.477 3.004 -0.1869
C -2.196 0.190 2.444 -0.0586
C -2.760 1.763 4.112 -0.0819
H -0.624 2.159 1.538 0.1098
H -1.366 -0.232 1.877 0.0657
H -3.107 0.372 1.873 0.0713
H -2.367 -0.606 3.170 0.0936
H -3.807 1.474 4.020 0.0956
H -2.267 1.533 5.057 0.0857
H -2.923 2.835 4.218 0.0875
C -1.861 0.563 -3.121 -0.3310
O -2.247 1.585 -3.636 0.0211
N -2.579 -0.619 -3.142 -0.1702
C -2.032 -1.781 -2.531 -0.0804
C -3.764 -0.793 -4.020 -0.0183
H -0.945 0.462 -2.518 0.0999
H -1.539 -2.547 -3.130 0.0857
H -2.842 -2.370 -2.101 0.0610
H -1.347 -1.575 -1.708 0.0692
H -3.456 -1.307 -4.930 0.0879
H -4.619 -1.294 -3.566 0.0843
H -4.060 0.218 -4.301 0.0844
C 0.215 4.104 -3.844 -0.3261
O -0.123 5.282 -3.677 -0.0136
N 0.702 3.579 -5.016 -0.1513
C 0.999 2.155 -5.237 -0.0613
C 0.881 4.562 -6.131 -0.0269
H 0.013 3.352 -3.065 0.0866
H 0.969 1.570 -4.318 0.0559
H 1.912 1.909 -5.779 0.0686
H 0.284 1.730 -5.941 0.0805
H 0.357 4.040 -6.931 0.0817
H 0.514 5.587 -6.095 0.0897
H 1.948 4.543 -6.352 0.0649
C 3.702 -3.424 0.286 -0.2138
O 2.977 -2.416 0.362 -0.0310
N 4.120 -4.059 1.431 -0.1651
C 5.034 -5.179 1.406 -0.0531
C 3.908 -3.363 2.679 -0.0594
H 4.111 -3.875 -0.631 0.1467
H 5.207 -5.611 0.420 0.0919
H 4.698 -6.034 1.993 0.0898
H 5.997 -4.926 1.849 0.0929
H 3.054 -2.702 2.823 0.0551
H 3.941 -3.974 3.581 0.1031
H 4.732 -2.657 2.782 0.0908
C 1.363 -1.981 -2.786 -0.2908
O 1.110 -2.400 -1.655 -0.0266
N 1.540 -2.830 -3.801 -0.1832
C 1.621 -2.392 -5.170 -0.0391
C 1.854 -4.252 -3.601 -0.0086
H 1.361 -0.933 -3.124 0.1464
H 2.684 -2.416 -5.408 0.0749
H 1.168 -1.405 -5.258 0.0941
H 1.167 -3.070 -5.894 0.0946
H 1.502 -4.555 -2.615 0.0867
H 1.487 -4.757 -4.494 0.0937
H 2.938 -4.324 -3.505 0.0833
C 5.131 0.754 0.651 -0.2716
O 4.633 1.407 -0.273 -0.0215
N 5.475 1.281 1.819 -0.1478
C 5.067 2.638 2.251 -0.0126
C 6.109 0.476 2.905 -0.0181
H 5.268 -0.338 0.662 0.1431
H 5.892 3.200 2.687 0.0982
H 4.307 2.490 3.018 0.0667
H 4.664 3.344 1.525 0.0879
H 6.914 1.023 3.396 0.0973
H 5.227 0.154 3.458 0.0846
H 6.570 -0.417 2.483 0.0789
C -7.026 -3.503 -0.381 -0.0071
C -5.729 -3.687 0.465 -0.4911
C -6.014 -3.064 1.833 -0.1359
C -6.806 -4.024 2.828 -0.1465
C -6.087 -5.399 2.917 -0.1252
C -5.733 -6.006 1.487 -0.4216
N -5.045 -4.976 0.574 -0.0300
O -4.698 -5.549 -0.682 -0.0252
C -4.841 -7.226 1.761 -0.0584
C -7.060 -6.676 0.951 -0.0323
C -4.703 -2.715 -0.210 -0.0394
H -6.632 -3.795 -1.354 0.0807
H -7.419 -2.491 -0.470 0.0887
H -7.870 -4.142 -0.120 0.0742
H -5.127 -2.753 2.385 0.1086
H -6.611 -2.164 1.684 0.1147
H -7.765 -4.221 2.349 0.0898
H -6.981 -3.433 3.727 0.1069
H -6.715 -6.122 3.438 0.1190
H -5.158 -5.241 3.465 0.1039
H -4.341 -7.555 0.850 0.0806
H -4.040 -6.909 2.429 0.0562
H -5.400 -8.050 2.204 0.0867
H -7.253 -6.618 -0.120 0.0804
H -7.240 -7.724 1.192 0.0805
H -7.909 -6.115 1.343 0.0638
H -4.950 -1.676 0.010 0.0703
H -4.726 -2.719 -1.300 0.0625
H -3.674 -2.905 0.096 0.0620


87
Properties=species:S:1:pos:R:3:lowdin_charge:R:1 method="wB97M-V/def2-TZVPD" homo_ev=-10.5 charge=+1 orbital_gap_ev=6.7 spin_multiplicity=1 e_lumo_ev=-3.8
C 6.476 -2.205 2.957 -0.1212
C 5.045 -2.984 2.994 -0.2593
C 4.677 -3.721 1.618 -0.2077
C 4.877 -2.817 0.299 -0.2179
C 3.500 -2.528 -0.506 -0.1693
C 3.512 -1.077 -1.253 -0.1435
N 2.494 -0.124 -0.720 -0.0600
C 1.600 0.533 -1.665 -0.1311
N 1.101 0.123 -2.834 0.1201
F 0.301 0.919 -3.572 0.0807
N 1.252 1.891 -1.163 0.1238
C 1.496 1.705 0.328 -0.2939
C 1.326 2.990 1.250 -0.1460
C 1.464 2.685 2.845 -0.2179
C 0.396 3.623 3.599 -0.1979
C -1.093 3.020 3.683 -0.1986
C -1.180 1.458 4.032 -0.2056
C -1.261 0.468 2.771 -0.2684
C -2.240 0.934 1.591 -0.4634
S -3.996 0.869 2.279 0.8908
C -4.499 -0.878 1.852 -0.5450
N -5.224 -1.243 0.679 0.0310
N -5.296 -2.618 0.820 -0.0133
C -4.639 -3.053 2.028 -0.0662
O -4.117 -1.925 2.715 -0.0393
C 2.914 0.940 0.232 -0.7932
S 3.369 0.019 1.827 0.7575
P 4.507 1.938 -0.095 0.6293
O 5.905 0.938 0.146 -0.4008
Br 4.790 3.555 1.516 0.3495
H 6.261 -1.102 3.170 0.0537
H 7.183 -2.593 3.773 0.0781
H 7.012 -2.355 1.946 0.0803
H 4.203 -2.301 3.393 0.0756
H 5.172 -3.795 3.809 0.1080
H 3.584 -4.051 1.692 0.1061
H 5.327 -4.664 1.500 0.1195
H 5.377 -1.811 0.494 0.0676
H 5.522 -3.449 -0.424 0.1231
H 2.604 -2.573 0.227 0.1096
H 3.340 -3.371 -1.269 0.1181
H 4.574 -0.672 -1.330 0.1241
H 3.192 -1.318 -2.340 0.1221
H 1.332 -0.823 -3.170 0.1858
H 0.229 1.996 -1.325 0.1455
H 0.790 0.816 0.540 0.1385
H 0.227 3.335 1.122 0.1148
H 1.953 3.898 0.924 0.1007
H 1.376 1.578 3.093 0.0594
H 2.501 3.015 3.236 0.0723
H 0.317 4.585 2.961 0.1178
H 0.724 3.951 4.643 0.1176
H -1.612 3.574 4.557 0.1235
H -1.649 3.342 2.741 0.0917
H -0.197 1.195 4.585 0.1181
H -2.018 1.196 4.766 0.1106
H -0.210 0.319 2.348 0.0708
H -1.583 -0.564 3.182 0.1171
H -1.992 1.956 1.143 0.0672
H -2.152 0.145 0.752 0.0879
H -4.499 -4.113 2.414 0.1430
H 4.071 0.945 2.620 -0.0895
H 6.028 0.747 1.104 0.0224
C 2.584 -0.035 -8.789 -0.0051
C 2.667 -0.420 -7.338 -0.5484
O 3.511 -1.197 -6.916 0.0312
N 1.760 0.126 -6.478 -0.0090
C 0.691 1.057 -6.770 -0.0826
H 3.369 -0.549 -9.346 0.0900
H 1.617 -0.331 -9.202 0.0893
H 2.730 1.042 -8.901 0.0891
H 1.881 -0.181 -5.525 0.1014
H 0.852 1.959 -6.174 0.0793
H -0.254 0.596 -6.474 0.0818
H 0.650 1.322 -7.824 0.0814
C -8.417 -0.096 1.023 -0.0298
C -9.797 0.499 0.938 -0.5553
O -10.147 1.435 1.644 0.0264
N -10.668 -0.037 0.039 -0.0010
C -10.447 -1.136 -0.877 -0.0811
H -7.840 0.435 1.781 0.0762
H -8.479 -1.148 1.309 0.0827
H -7.905 0.007 0.064 0.0782
H -11.573 0.413 0.040 0.1413
H -10.608 -0.772 -1.894 0.0823
H -11.177 -1.918 -0.658 0.0832
H -9.443 -1.546 -0.794 0.0739


14
Properties=species:S:1:pos:R:3:nbo_charge:R:1 method="wB97M-V/def2-TZVPD" smiles="[H]/N=C(C=C)/C=C/O" homo_ev=-8.7 relative_energy_kcal_mol=59.7 orbital_gap_ev=9.2 spin_multiplicity=1 e_lumo_ev=0.5
H -1.137 2.514 -0.547 0.3405
N -0.253 2.062 -0.310 -0.6330
C -0.357 0.827 -0.055 0.2520
C -1.590 -0.071 -0.232 -0.2444
C -1.879 -1.154 0.477 -0.3588
C 0.763 -0.099 -0.201 -0.4295
C 1.999 0.341 0.112 0.2433
O 3.093 -0.422 0.231 -0.6539
H -2.375 0.411 -0.806 0.1974
H -1.120 -1.717 0.997 0.1948
H -2.865 -1.590 0.465 0.2040
H 0.655 -1.139 -0.502 0.2090
H 2.198 1.392 0.254 0.2004
H 2.866 -1.356 0.117 0.4782


9
Properties=species:S:1:pos:R:3:nbo_charge:R:1 method="wB97M-V/def2-TZVPD" homo_ev="-8.7 / -9.1" relative_energy_kcal_mol=100.2 orbital_gap_ev="8.7 / 9.7" spin_multiplicity=1 e_lumo_ev="0.1 / 0.6"
C 0.257 -0.364 0.254 -0.1327
C 1.184 -1.280 -0.001 -0.5205
C -1.562 1.423 -0.532 0.1205
F -2.667 0.763 -0.874 -0.3335
H -1.588 1.856 0.454 0.1449
H -0.039 -0.036 1.230 0.1540
H 1.423 -1.613 -0.999 0.2062
H -1.056 1.905 -1.352 0.1526
H 1.683 -1.799 0.807 0.2086


44
Properties=species:S:1:pos:R:3:nbo_charge:R:1 method="wB97M-V/def2-TZVPD" homo_ev=-8.8 relative_energy_kcal_mol=396.6 orbital_gap_ev=9.2 spin_multiplicity=1 e_lumo_ev=0.4
C -5.159 0.427 3.704 -0.2673
H -5.279 1.365 3.032 0.1744
O -5.854 -0.716 2.933 -0.5475
C -4.974 -1.098 1.903 -0.0445
C -4.936 0.013 0.638 -0.3969
H -5.823 0.184 0.536 0.1761
H -4.115 0.693 1.043 0.2299
C -4.352 -0.883 -0.691 -0.1829
N -2.951 -1.339 -0.520 -0.5472
C -1.956 -0.539 -0.660 0.4757
N -2.080 0.438 -1.340 -0.5980
C -1.017 1.346 -1.708 0.2903
N 0.150 1.328 -1.368 -0.4372
C 0.408 -0.170 -0.813 0.3730
N 1.582 -0.580 -0.606 -0.2149
N 1.514 -1.919 0.103 -0.2807
C 0.109 -1.994 0.197 0.0012
C -0.530 -0.983 -0.353 -0.3152
H -0.376 -3.102 0.373 0.2096
C 2.976 -0.306 -0.687 0.0582
C 3.815 -1.044 -1.452 -0.1238
C 5.243 -0.868 -1.588 -0.1952
C 5.553 0.427 -1.314 -0.0226
C 4.763 1.293 -0.564 -0.2064
C 3.277 1.033 -0.654 0.0731
C 2.369 1.986 0.365 -0.5904
H 1.955 1.661 1.283 0.2144
H 2.970 2.719 0.657 0.1954
H 1.789 2.366 -0.218 0.2057
H 4.991 2.396 -0.293 0.2198
C 6.916 0.893 -1.699 -0.5766
H 7.646 0.437 -1.142 0.2139
H 7.135 0.782 -2.659 0.2075
H 7.136 2.130 -1.305 0.1789
H 5.802 -1.356 -2.091 0.1812
H 3.398 -2.281 -1.682 0.2190
H -1.394 2.399 -2.142 0.1783
H -2.731 -2.369 0.307 0.3901
H -4.329 -0.278 -1.429 0.2041
H -4.827 -1.945 -0.824 0.2046
H -5.421 -2.103 1.820 0.1935
H -3.695 -1.506 2.368 0.1083
H -5.655 0.684 4.513 0.1805
H -4.045 0.379 4.027 0.1905